Entry from the OMol25 dataset: one molecule with the formula C4H11NO (ωB97M-V/def2-TZVPD).

Output
- M (u) = 89.138
- HOMO energy (eV) = -9.51
- total energy (a.u.) = -288.97314
- energy above the lowest of the compared OMol25 structures with the same formula, charge and spin (kcal per mole) = 27.5
- frontier orbital gap (eV) = 10.52
- LUMO energy (eV) = 1.014
- SMILES string = CC(C)NCO

Each line ends with the natural charge from an NBO analysis.
Element x y z (Å)
O -1.12130 -2.56939 0.35509  -0.720
N 0.30499 -0.83412 -0.41278  -0.652
C 0.00028 0.54114 0.13432  -0.043
C 0.49681 1.62237 -0.85983  -0.623
C 0.57876 0.68962 1.51996  -0.628
C -0.84420 -1.67623 -0.70505  0.095
H -1.71783 -1.01951 -0.79433  0.127
H -0.65218 -2.16365 1.09400  0.470
H 0.13882 1.34028 -1.84448  0.207
H 1.50233 0.10715 1.48946  0.224
H 0.76336 -0.63852 -1.28236  0.362
H 0.77222 1.71215 1.83825  0.210
H 0.08107 2.56195 -0.49436  0.218
H -1.10088 0.60071 0.14527  0.172
H -0.66946 -2.19884 -1.63840  0.165
H -0.11437 0.25768 2.24519  0.208
H 1.58158 1.66722 -0.78996  0.208

Cartesian forces (eV/Å) of the 2 atoms listed first:
O 0.37 0.05 -0.04
N -0.20 0.76 0.14



Entry from the OMol25 dataset: C30H31MgN7S4 as an isolated structure (ωB97M-V/def2-TZVPD).

Output
- M (u) = 642.200
- net charge = -2
- HOMO energy (eV) = -0.11
- total energy (a.u.) = -3337.99243
- energy above the lowest of the compared OMol25 structures with the same formula, charge and spin (kcal per mole) = 0.0
- frontier orbital gap (eV) = 4.40
- LUMO energy (eV) = 4.284

Each line ends with the Mulliken charge.
Element x y z (Å)
S -0.57565 -1.53954 -2.27865  -0.273
S 0.62349 -3.18465 -2.26952  -0.274
S 2.70640 -2.52002 -1.98350  -0.242
S 2.66240 -0.54822 -1.54406  -0.156
Mg 0.14037 0.06752 -0.29825  1.090
N -1.33952 -3.05476 3.65800  0.338
N 0.51719 1.90301 -1.43490  0.134
N -1.48355 -1.77176 1.64779  -0.366
N 1.93182 0.73913 2.03077  -1.473
N 1.37942 1.17758 0.97340  1.344
N -1.94872 -4.02094 1.61261  0.013
N 1.39556 -1.36340 1.04053  0.601
C 0.87275 2.85758 -0.60310  0.500
C -5.58342 2.87781 2.74315  -0.415
C -2.77660 1.54220 0.66901  0.000
C -6.02472 3.37089 0.44299  -0.410
C -4.39656 2.26093 2.38397  -0.457
C -2.32948 -3.77274 4.43028  -1.251
C 1.56868 2.82101 -4.86000  -0.705
C -1.16734 -5.22345 1.83286  -1.151
C 1.55107 4.83316 1.36027  -0.669
C 2.01054 -0.66917 2.00640  -0.320
C 0.86767 4.27078 -0.90679  -0.651
C -0.72451 -1.96248 4.37343  -1.051
C 1.59809 2.65176 -3.48593  0.285
C 2.95086 -2.64016 2.96037  -0.431
C -4.83856 2.75626 0.08103  -0.481
C -0.68163 2.00079 -4.91321  -0.649
C -3.99438 2.18185 1.04322  0.377
C -2.33962 -3.84360 0.22061  -0.786
C -6.41014 3.43700 1.77701  -0.428
C -1.74853 0.98009 0.31538  -1.035
C -0.65624 1.83058 -3.53920  -0.200
C 0.42802 2.49829 -5.58499  -0.395
C 2.78474 -1.26921 2.99292  -0.299
C 0.48476 2.15445 -2.80678  -0.796
C 1.55919 -2.68422 1.01905  -0.317
C 1.60941 3.51016 1.68638  -0.733
C -1.57599 -2.86272 2.28190  0.437
C 1.28364 2.51869 0.74077  0.109
C 1.17552 5.19778 0.03742  -0.562
C 2.33100 -3.36267 1.95274  -0.946
H -1.57182 1.72494 -5.46634  0.359
H -7.33969 3.91707 2.05853  0.344
H -0.41401 -5.34240 1.04402  0.314
H 1.89681 3.18686 2.67901  0.414
H 1.11778 6.25159 -0.21858  0.350
H -1.45048 -1.18860 4.66591  0.338
H -4.53682 2.70686 -0.95701  0.456
H -2.84463 -2.89068 0.09903  0.379
H -1.81596 -6.10593 1.81917  0.285
H 0.41234 2.61126 -6.66269  0.342
H 2.49841 2.86243 -2.92254  0.458
H 0.05266 -1.50235 3.76447  0.215
H 1.03471 -3.20555 0.22982  0.308
H -3.00493 -4.66462 -0.05860  0.263
H 0.56244 4.57375 -1.89920  0.419
H -6.65665 3.80593 -0.32308  0.347
H 2.45419 3.18045 -5.37170  0.321
H 3.56415 -3.13616 3.70454  0.336
H -2.95973 -4.35918 3.76636  0.408
H -3.75353 1.82649 3.13905  0.454
H -1.50764 1.42130 -3.00957  0.402
H -1.35771 -0.95754 2.23754  0.125
H 2.44329 -4.43616 1.87630  0.462
H -1.47166 -3.83385 -0.44686  0.080
H -5.86775 2.92398 3.78873  0.341
H -1.85417 -4.44593 5.15137  0.288
H -2.96913 -3.07588 4.99003  0.377
H 3.24905 -0.64158 3.74174  0.470
H 1.77257 5.59775 2.09472  0.348
H -0.25353 -2.34785 5.28161  0.274
H -0.65580 -5.17542 2.79111  0.414

Cartesian forces (eV/Å) of the 2 atoms listed first:
S -0.01 0.16 0.15
S 0.13 -0.01 0.01



Entry from the OMol25 dataset: a 2-piece molecular cluster, C10H16 overall (ωB97M-V/def2-TZVPD).

Output
- M (u) = 136.238
- HOMO energy (eV) = -9.06
- total energy (a.u.) = -390.54019
- energy above the lowest of the compared OMol25 structures with the same formula, charge and spin (kcal per mole) = 60.0
- frontier orbital gap (eV) = 10.05
- LUMO energy (eV) = 0.987
- SMILES string = Cc1ccccc1.CCC

Each line ends with the natural charge from an NBO analysis.
Element x y z (Å)
C 2.03452 -2.57931 0.24182  -0.630
C 1.75744 -1.11302 -0.21135  -0.043
C -2.11612 0.01528 1.76256  -0.627
C 2.17472 1.24853 -0.06358  -0.198
C -2.93349 0.97629 -0.42727  -0.619
C 1.05541 0.31716 -2.08934  -0.215
C 1.18335 -0.96781 -1.50261  -0.191
C 2.20211 -0.11327 0.54640  -0.209
C 1.60627 1.31646 -1.33817  -0.224
C -2.14967 1.31733 0.91949  -0.405
H -1.71601 -0.82236 1.17853  0.209
H -2.14203 0.72777 -1.04944  0.203
H 0.80188 0.50701 -3.03562  0.211
H 1.18286 -3.29863 0.60565  0.216
H -3.34862 1.90340 -0.91019  0.203
H 2.50180 -3.06564 -0.59217  0.214
H 2.37658 -0.20080 1.62021  0.216
H -2.71394 2.08471 1.53430  0.187
H 0.97067 -1.79839 -2.25223  0.218
H -3.15720 -0.16896 2.30835  0.211
H 2.42622 2.01637 0.62944  0.216
H -1.29992 1.90983 0.71277  0.213
H 2.78543 -2.63887 1.00908  0.212
H -1.39005 -0.12667 2.58054  0.211
H -3.72490 0.15025 -0.53507  0.214
H 1.63270 2.40334 -1.64212  0.206

Cartesian forces (eV/Å) of the 2 atoms listed first:
C -1.51 -0.60 0.40
C -0.97 -4.49 -1.35



no.,F_max (eV Å⁻¹)
1,1.73
2,1.62
3,5.69